9
Properties=species:S:1:pos:R:3 method="wB97M-V/def2-TZVPD" lumo_energy_ev=0.7 e_above_lowest_kcal_mol=78.3 orbital_gap_ev=9.631 smiles="C#CS.C=O" homo_energy_ev=-8.89
C -0.1205 -1.6439 0.9595
C -1.1480 -1.1067 0.6438
S -2.4496 -0.0691 0.1885
H 0.6299 -2.3819 0.9599
H -1.7898 -0.0618 -0.9317
C 1.2227 1.3702 -0.4245
O 0.3266 1.2802 0.3079
H 2.3132 1.3956 -0.2163
H 1.0155 1.2173 -1.4873

=====

10
Properties=species:S:1:pos:R:3 method="wB97M-V/def2-TZVPD" lumo_energy_ev=-1.0 e_above_lowest_kcal_mol=44.3 orbital_gap_ev=7.899 smiles="OC(C=S)C=S" homo_energy_ev=-8.93
O -0.0814 1.2814 -1.0497
C -0.0400 0.5782 0.1302
C 1.1301 -0.4128 0.3111
S 2.1948 -0.7592 -0.8231
C -1.2227 -0.3490 0.3052
S -2.1889 -0.7974 -0.8599
H 0.4884 0.7943 -1.6175
H -0.0570 1.2492 0.9817
H 1.1809 -0.8945 1.2871
H -1.4042 -0.6901 1.3348

=====

10
Properties=species:S:1:pos:R:3 method="wB97M-V/def2-TZVPD" lumo_energy_ev=-1.3 e_above_lowest_kcal_mol=35.8 orbital_gap_ev=8.031 smiles="CSC(=S)C=O" homo_energy_ev=-9.33
C 1.4129 -0.1243 -0.8688
S 1.0014 1.1832 0.3104
C -0.6490 0.7710 0.9071
S -1.6472 1.7116 1.7733
C -1.3772 -0.5134 0.4604
O -1.1012 -1.2761 -0.4560
H 1.7166 -1.1405 -0.3533
H 0.5863 -0.1965 -1.5965
H 2.3072 0.2514 -1.3418
H -2.2499 -0.6663 1.1652

=====

10
Properties=species:S:1:pos:R:3 method="wB97M-V/def2-TZVPD" lumo_energy_ev=-1.1 e_above_lowest_kcal_mol=51.4 orbital_gap_ev=7.753 smiles="COC(=S)C=S" homo_energy_ev=-8.84
C 0.1837 1.3665 -0.2240
O -0.9535 0.5288 -0.4577
C -0.9310 -0.7647 -0.1151
S -2.1708 -1.8085 -0.2740
C 0.3710 -1.3184 0.4927
S 1.5927 -1.8496 -0.4482
H 1.0800 0.7709 -0.2692
H 0.1217 1.8503 0.7713
H 0.1058 2.1598 -0.9891
H 0.6003 -0.9352 1.5133

=====

10
Properties=species:S:1:pos:R:3 method="wB97M-V/def2-TZVPD" lumo_energy_ev=0.5 e_above_lowest_kcal_mol=68.7 orbital_gap_ev=9.803 smiles=S[C@@]12OC[C@@H]1S2 homo_energy_ev=-9.29
S 2.6483 0.7443 -0.0651
C 1.1436 -0.1918 0.1114
O 0.1150 0.4456 1.0828
C -0.9579 -0.0322 0.3063
C -0.0329 -0.6416 -0.7251
S 0.8086 -1.9735 0.2463
H 3.3784 -0.0693 0.8547
H -1.5146 0.9020 -0.0703
H -1.5377 -0.7173 0.7616
H -0.1825 -0.6876 -1.7489

=====

8
Properties=species:S:1:pos:R:3 method="wB97M-V/def2-TZVPD" lumo_energy_ev=0.3 e_above_lowest_kcal_mol=81.4 orbital_gap_ev=8.919 smiles="C1=CC=1.S" homo_energy_ev=-8.60
C -0.2177 -0.6282 -0.0549
C 0.4221 -1.0085 -1.2639
C 1.2356 -1.0036 -0.1736
H 0.3557 -1.3054 -2.2691
H 2.3018 -1.1084 0.1715
S -1.3790 1.6951 1.7796
H -1.8916 2.6295 0.9759
H -0.8270 0.7296 0.8345

=====

9
Properties=species:S:1:pos:R:3 method="wB97M-V/def2-TZVPD" lumo_energy_ev=0.1 e_above_lowest_kcal_mol=15.3 orbital_gap_ev=8.711 homo_energy_ev=-8.60
C -0.3798 -0.2793 -0.1369
C -0.1966 -0.4164 1.3591
C 0.9340 0.5912 1.6853
H -0.0769 -1.4614 1.6718
H -1.1647 0.0519 1.6178
H 1.8826 0.2302 1.9865
H 0.6581 1.4652 2.2663
S -1.0730 -0.9524 -1.4031
S 0.8577 0.9737 -0.1586

=====

9
Properties=species:S:1:pos:R:3 method="wB97M-V/def2-TZVPD" lumo_energy_ev="-2.3 / -0.9" e_above_lowest_kcal_mol=99.2 orbital_gap_ev="5.382 / 8.882" homo_energy_ev="-7.67 / -9.75"
C -0.3325 1.8536 1.3995
C -0.6908 0.9549 0.6494
C -0.8464 -0.0935 -0.2265
S 2.1207 -0.9125 0.4214
S -1.0958 0.0157 -1.9159
H -0.1549 2.4285 2.2820
H -0.4071 -1.0238 0.0087
H 2.3136 -1.9902 -0.3262
H -0.9068 -1.2326 -2.2924

=====

9
Properties=species:S:1:pos:R:3 method="wB97M-V/def2-TZVPD" lumo_energy_ev=0.4 e_above_lowest_kcal_mol=45.6 orbital_gap_ev=9.485 smiles=C#CCSS homo_energy_ev=-9.06
C 1.9140 -0.2727 0.7889
C 1.1612 0.1857 0.0222
C 0.1320 0.7256 -0.7124
S -1.2984 0.7653 0.6638
S -2.5035 -0.6693 -0.2164
H 2.4983 -0.7203 1.6193
H -0.1959 0.1098 -1.5030
H 0.3491 1.7597 -0.9939
H -2.0567 -1.8839 0.3316

=====

9
Properties=species:S:1:pos:R:3 method="wB97M-V/def2-TZVPD" lumo_energy_ev=-0.5 e_above_lowest_kcal_mol=22.0 orbital_gap_ev=8.254 smiles="C=CC(=S)S" homo_energy_ev=-8.78
C -0.8902 -0.7563 -0.3482
C 0.1525 -0.6543 0.3811
C 1.0551 0.5152 0.1542
S 2.6664 0.1871 -0.1499
S 0.3118 2.0710 -0.0173
H -1.4952 -1.5902 -0.4012
H -1.2638 0.0049 -0.9781
H 0.3926 -1.5137 1.0423
H -0.9292 1.7363 0.3172

=====

9
Properties=species:S:1:pos:R:3 method="wB97M-V/def2-TZVPD" lumo_energy_ev=-0.6 e_above_lowest_kcal_mol=35.3 orbital_gap_ev=7.950 smiles="S=CCC=S" homo_energy_ev=-8.59
S -1.0558 1.5846 -1.1061
C -0.9323 0.8436 0.2992
C 0.1655 -0.0905 0.5744
C 0.7657 -0.7789 -0.6302
S 1.9544 -1.8791 -0.8711
H -1.7312 1.1407 1.0450
H 1.0371 0.4412 1.0512
H -0.3662 -0.8560 1.1412
H 0.1628 -0.4056 -1.5035

=====

9
Properties=species:S:1:pos:R:3 method="wB97M-V/def2-TZVPD" lumo_energy_ev="0.6 / -3.9" e_above_lowest_kcal_mol=124.0 spin_multiplicity=3 s2=2.014 orbital_gap_ev="4.873 / 5.324" homo_energy_ev="-4.26 / -9.27"
C 1.7069 -0.0320 1.1689
C 0.6000 -0.0778 0.7474
C -0.6276 -0.2073 -0.0533
S -0.3302 -0.6907 -1.7662
S -1.3951 1.5251 -0.0312
H 2.4225 0.2018 1.8200
H -1.6120 -0.7616 0.6325
H -0.3453 -1.9452 -1.6641
H -0.4192 1.9875 -0.8539

=====

9
Properties=species:S:1:pos:R:3 method="wB97M-V/def2-TZVPD" lumo_energy_ev="-0.1 / -2.4" e_above_lowest_kcal_mol=42.1 spin_multiplicity=3 s2=2.006 orbital_gap_ev="6.810 / 6.285" homo_energy_ev="-6.89 / -8.64"
C 1.0569 1.4117 0.6578
C 0.4119 1.7166 -0.4152
C -0.9058 -2.0628 -0.0837
S 1.9201 0.9673 1.8657
S -1.3899 -0.5639 0.1233
H 0.8571 2.2896 -1.1536
H -0.5677 1.5694 -0.6484
H -1.2963 -2.7490 -0.9847
H -0.0863 -2.5788 0.6387

=====

10
Properties=species:S:1:pos:R:3 method="wB97M-V/def2-TZVPD" lumo_energy_ev=-0.7 e_above_lowest_kcal_mol=29.5 orbital_gap_ev=8.144 smiles="CC(=S)C(=S)S" homo_energy_ev=-8.89
C -1.1526 -0.5265 1.7440
C -0.8019 -0.1753 0.3121
S -1.9233 -0.0322 -0.9047
C 0.6613 -0.0473 -0.0351
S 1.6010 -1.3552 -0.3223
S 1.0478 1.6470 0.0925
H -2.1823 -0.2204 1.9973
H -0.4915 -0.0389 2.4606
H -1.0311 -1.5796 1.8484
H -0.1434 2.1781 -0.2795

=====

13
Properties=species:S:1:pos:R:3 method="wB97M-V/def2-TZVPD" lumo_energy_ev="-8.8 / -11.5" e_above_lowest_kcal_mol=90.4 charge=+2 spin_multiplicity=2 s2=0.757 orbital_gap_ev="8.612 / 5.993" homo_energy_ev="-17.46 / -17.45"
H 2.6479 1.4910 0.2897
O -1.1208 0.6253 -0.8007
C -0.8844 -0.7049 -0.5688
C 0.0150 -1.0089 0.6079
O 1.4225 -0.7532 0.2470
C 1.9975 0.2978 0.6383
O 1.4865 1.4168 0.7776
Li -1.7546 1.1684 -2.5020
Ag -1.2052 2.3598 0.7729
H -0.5010 -1.2078 -1.4795
H -1.8606 -1.1961 -0.3404
H -0.0107 -2.0723 0.8613
H -0.2322 -0.4160 1.4966

=====

12
Properties=species:S:1:pos:R:3 method="wB97M-V/def2-TZVPD" lumo_energy_ev="-1.1 / -1.2" e_above_lowest_kcal_mol=0.0 orbital_gap_ev="6.403 / 6.357" homo_energy_ev="-7.55 / -7.52"
H 1.1561 -0.8669 -1.6203
C 1.1028 -0.8696 -0.5124
C -0.0644 -0.0063 -0.0693
O -1.2448 -0.6199 0.4740
C -2.1579 0.1150 1.0292
O -2.5017 1.0083 0.1132
Bi 3.7250 0.9073 0.1462
O 2.1984 -0.3523 0.1684
H 0.8783 -1.8924 -0.1458
H 0.5237 0.4380 0.8787
H -0.4150 0.5742 -0.9359
H -3.2006 1.5645 0.4740

=====

12
Properties=species:S:1:pos:R:3 method="wB97M-V/def2-TZVPD" lumo_energy_ev=-0.9 e_above_lowest_kcal_mol=50.0 orbital_gap_ev=9.050 smiles="O=CC[C@H](Cl)Br.Br" homo_energy_ev=-9.98
O -1.1531 -0.6699 1.2918
C -0.7959 -0.3796 0.2044
C 0.6726 0.0906 -0.2240
C 1.2658 1.6075 -0.5814
Cl 2.9341 1.1297 -1.0767
Br 0.9955 2.7510 0.9617
H -1.4054 -0.4392 -0.7244
H 0.7111 -0.4126 -1.1440
H 1.3454 -0.2918 0.4560
H 0.7608 2.1133 -1.3669
Br -2.9149 -2.6786 0.2097
H -2.4160 -2.8206 1.9937

=====

11
Properties=species:S:1:pos:R:3 method="wB97M-V/def2-TZVPD" lumo_energy_ev="-1.4 / -1.4" e_above_lowest_kcal_mol=66.8 orbital_gap_ev="9.280 / 9.279" homo_energy_ev="-10.64 / -10.64"
C -0.7946 0.7735 -0.9334
C 0.8385 -0.9203 0.4721
C -0.0202 0.3079 0.2583
F -1.6832 -0.6770 1.3034
Cl 2.1243 -0.8463 -0.7524
Br 0.5278 1.5063 1.5421
H -1.6159 1.1335 -0.4165
H -0.1738 1.4841 -1.4945
H -0.8738 0.0764 -1.6290
H 0.1972 -1.8254 0.2723
H 1.4737 -1.0128 1.3776

=====

15
Properties=species:S:1:pos:R:3 method="wB97M-V/def2-TZVPD" lumo_energy_ev=-2.5 e_above_lowest_kcal_mol=17.6 orbital_gap_ev=8.478 smiles="O=[N+]([O-])[C@@](Br)(CO)[C@@H](O)Cl" homo_energy_ev=-10.94
O -0.9522 -1.9638 1.9530
N -1.1320 -2.1104 0.7879
O -1.5412 -3.1424 0.2578
C -0.6014 -0.9272 0.0972
Br -2.6774 0.2749 -0.3594
C 0.1258 0.0283 0.9447
O 0.3601 1.2613 0.3140
C -0.0641 -1.1418 -1.3076
O 0.1221 -0.2138 -2.1859
Cl 1.4847 -2.1013 -0.8605
H -0.3120 0.1184 1.9494
H 1.1435 -0.4397 0.9720
H -0.5264 1.6789 0.1609
H -0.7797 -1.8529 -1.7229
H 0.6611 0.4944 -1.8107

=====

10
Properties=species:S:1:pos:R:3 method="wB97M-V/def2-TZVPD" lumo_energy_ev="0.3 / 0.0" e_above_lowest_kcal_mol=73.6 orbital_gap_ev="8.850 / 7.843" homo_energy_ev="-8.51 / -7.83"
C -1.0147 -2.0983 0.4619
C 0.1305 1.4521 -0.5995
C 0.7912 0.6884 0.4779
O -1.8214 -2.3043 -0.3796
Br 2.2998 -0.3448 0.1416
H -0.5282 -2.8420 1.1085
H -0.8066 0.9817 -0.9125
H 0.7786 1.5410 -1.4681
H -0.1224 2.4494 -0.2381
H 0.2931 0.4768 1.4079